Formula: C23H17Cl3N3O5PtSe
Source: OMol25
Level of theory: ωB97M-V with the def2-TZVPD basis set

```
! RIJCOSX wB97M-V def2-TZVPD def2/J DEFGRID3
* xyz -1 1
Pt -0.0278 -0.3476 -0.5795
N -1.5441 -1.0258 1.2871
C -1.8724 -2.3720 1.1504
C -3.0950 -2.9107 1.4703
C -3.3419 -4.2861 1.3063
C -2.3690 -5.1279 0.8389
C -1.1087 -4.6028 0.4667
C -0.0533 -5.3856 -0.0572
C 1.1116 -4.7800 -0.4426
C 1.2130 -3.3779 -0.3467
N 0.2624 -2.6350 0.1581
C -0.8721 -3.2230 0.5968
H -0.7026 -0.8870 1.9086
H -2.3287 -0.4615 1.5808
H -3.8721 -2.2724 1.8721
H -4.3152 -4.6756 1.5746
H -2.5480 -6.1894 0.7385
H -0.1890 -6.4547 -0.1571
H 1.9371 -5.3445 -0.8510
H 2.0865 -2.8590 -0.7228
Se -1.4823 -1.3030 -2.2541
C -0.9516 -0.6912 -3.9797
C -1.0188 -1.5746 -5.0565
C -0.6970 -1.1240 -6.3224
N -0.3035 0.1158 -6.5953
C -0.2362 0.9517 -5.5625
C -0.5548 0.6110 -4.2609
H -1.3097 -2.6048 -4.9043
H -0.7502 -1.8047 -7.1664
H 0.0904 1.9623 -5.7840
H -0.5004 1.3556 -3.4777
Cl 0.7310 4.1881 -2.7697
C 0.9338 2.9396 -1.5303
Cl 1.8171 3.6184 -0.1567
Cl -0.6874 2.4751 -0.9943
C 1.8058 1.7351 -2.1286
O 2.7683 2.1029 -2.7757
O 1.4527 0.5525 -1.8984
O 3.2706 -0.5308 4.2974
C 3.9011 -0.3994 3.0968
C 5.2910 -0.4096 3.0309
C 5.9396 -0.2479 1.8186
C 5.2088 -0.0582 0.6591
C 3.8274 -0.0341 0.7264
C 3.1528 -0.2198 1.9275
C 1.6477 -0.2496 1.8750
O 0.9793 -0.9087 2.6793
O 1.1563 0.4661 0.9281
H 3.9408 -0.6168 4.9789
H 5.8626 -0.5384 3.9432
H 7.0215 -0.2595 1.7883
H 5.7037 0.0855 -0.2904
H 3.2378 0.1352 -0.1657
*
```

The calculation puts the LUMO energy at 2.08 eV. The maximum force comes out at 1.1 eV/A. The calculation puts the energy above the lowest of the compared OMol25 structures with the same formula, charge and spin at 168.76 kJ/mol.